The following is a DFT calculation (ωB97M-V with the def2-TZVPD basis set) of one molecule with the formula C5H6N2O2.

ORCA input file:
```
! wB97M-V def2-TZVPD RIJCOSX def2/J DEFGRID3
* xyz 0 1
C 0.657 -1.632 0.099
C 0.028 -0.517 -0.456
C -0.597 -0.476 -1.694
C -0.670 1.558 -1.018
C 0.056 0.892 -0.072
H -0.061 -0.326 2.271
H 1.081 -1.224 3.143
H 0.737 -2.493 -0.647
H -0.790 -1.352 -2.298
H -0.454 3.422 -0.643
H 0.312 1.186 0.954
N 0.852 -0.788 2.256
N 1.007 -1.840 1.318
O -0.975 0.771 -2.038
O -1.182 2.819 -1.173
*
```

E_LUMO	0.45	eV
energy above the lowest of the compared OMol25 structures with the same formula, charge and spin	2.942	eV
HOMO	-8.188	eV
frontier orbital gap	8.6	eV

The following is a DFT calculation (ωB97M-V with the def2-TZVPD basis set) of a 2-piece molecular cluster, C19H35BClF7NO4S overall.

ORCA input file:
```
! wB97M-V def2-TZVPD RIJCOSX def2/J DEFGRID3
* xyz -1 1
C -5.001 5.002 1.061
O -6.230 4.361 0.799
C -6.096 3.024 0.348
C -5.876 2.026 1.482
C -5.189 0.727 1.028
C -3.846 0.485 1.709
C -3.053 -0.699 1.141
C -1.583 -0.372 0.862
C -0.660 -1.592 0.759
C 0.781 -1.323 1.213
C 1.638 -0.694 0.098
C 2.640 -1.664 -0.526
C 3.607 -0.974 -1.488
C 2.956 -0.526 -2.814
B 3.407 0.939 -3.347
Cl 3.998 0.959 -5.129
S 1.807 2.054 -3.269
O 1.054 2.051 -4.502
O 1.082 1.881 -2.025
C 2.308 3.888 -3.132
F 1.246 4.557 -2.622
F 2.545 4.374 -4.364
C 3.525 4.228 -2.239
F 3.522 3.471 -1.126
F 4.664 4.008 -2.917
C 3.566 5.704 -1.763
F 2.681 5.941 -0.801
F 3.330 6.547 -2.768
F 4.778 5.982 -1.274
H -5.186 6.075 1.070
H -4.581 4.713 2.032
H -4.261 4.781 0.285
H -5.265 2.958 -0.365
H -7.025 2.808 -0.183
H -5.254 2.518 2.237
H -6.830 1.813 1.967
H -5.020 0.761 -0.054
H -5.850 -0.126 1.205
H -3.251 1.401 1.620
H -4.021 0.342 2.780
H -3.095 -1.544 1.835
H -3.536 -1.034 0.217
H -1.217 0.289 1.654
H -1.527 0.195 -0.071
H -0.613 -1.909 -0.288
H -1.094 -2.422 1.330
H 0.773 -0.655 2.079
H 1.233 -2.262 1.543
H 2.188 0.172 0.475
H 0.976 -0.314 -0.683
H 2.095 -2.440 -1.079
H 3.189 -2.167 0.277
H 4.047 -0.118 -0.967
H 4.431 -1.660 -1.708
H 3.212 -1.245 -3.597
H 1.868 -0.593 -2.705
H 4.245 1.460 -2.668
C 3.115 -6.395 3.093
C 2.249 -5.341 2.437
O 2.533 -4.160 2.469
N 1.125 -5.764 1.791
C 0.631 -7.113 1.639
H 3.958 -5.888 3.551
H 2.562 -6.940 3.859
H 3.484 -7.113 2.359
H 0.603 -5.013 1.366
H 0.575 -7.397 0.586
H -0.363 -7.223 2.078
H 1.298 -7.810 2.139
*
```

E_LUMO	2.11	eV
HOMO	-5.928	eV
frontier orbital gap	8.0	eV

The following is a DFT calculation (ωB97M-V with the def2-TZVPD basis set) of C36H53BiNP2 as an isolated structure.

ORCA input file:
```
! wB97M-V def2-TZVPD RIJCOSX def2/J DEFGRID3
* xyz 1 1
Bi -2.189 2.906 -1.833
C 0.687 0.656 2.107
C -0.703 0.381 2.077
C 0.399 -1.440 1.204
C 1.369 -0.459 1.544
C -0.886 -0.919 1.530
C 1.308 1.864 2.687
H 0.774 2.773 2.377
H 2.353 1.948 2.376
H 1.290 1.838 3.789
C 2.827 -0.582 1.352
H 3.366 0.132 1.985
H 3.114 -0.390 0.308
H 3.171 -1.594 1.598
C 0.683 -2.775 0.646
H 1.546 -3.233 1.149
H 0.932 -2.737 -0.425
H -0.178 -3.443 0.772
C -2.170 -1.622 1.341
H -2.074 -2.684 1.608
H -2.514 -1.578 0.294
H -2.951 -1.178 1.970
C -1.764 1.283 2.572
H -1.793 1.309 3.673
H -2.749 0.955 2.223
H -1.598 2.313 2.228
C -0.735 4.331 -2.681
C -1.034 5.743 -2.213
C -2.160 5.964 -1.219
C -3.576 5.735 -1.804
C -3.848 4.296 -2.217
C -3.403 3.736 -3.492
C -2.524 4.524 -4.457
C -1.031 4.216 -4.194
H -2.122 7.006 -0.854
H -3.751 6.442 -2.635
H -2.011 5.328 -0.331
H -0.388 4.902 -4.768
H 0.268 3.949 -2.427
H -1.227 6.361 -3.110
H -0.804 3.195 -4.555
H -2.776 4.231 -5.488
H -4.071 3.006 -3.961
H -2.710 5.611 -4.387
H -4.290 6.000 -1.007
H -4.769 3.870 -1.798
P 0.472 7.093 -1.659
P -2.644 -2.059 -2.556
C -1.523 0.596 -2.539
C -2.341 -0.357 -3.378
H -1.319 0.224 -1.520
H -0.583 0.876 -3.039
H -3.326 0.059 -3.649
H -1.792 -0.598 -4.305
C -3.272 -3.001 -3.994
H -3.207 -4.063 -3.728
H -2.643 -2.818 -4.874
H -4.318 -2.735 -4.196
C -4.255 -1.655 -1.744
H -5.088 -1.917 -2.413
H -4.308 -0.591 -1.465
H -4.320 -2.270 -0.835
C 1.930 6.293 -2.428
H 2.801 6.728 -1.923
H 1.957 6.561 -3.493
H 1.940 5.202 -2.315
C 0.728 6.356 0.011
H 1.754 6.604 0.315
H 0.600 5.264 0.018
H 0.026 6.798 0.729
C 0.304 -2.603 -5.951
C 0.956 -1.468 -5.457
C 1.541 -1.485 -4.197
C 1.584 -2.681 -3.430
C 0.826 -3.792 -3.914
C 0.229 -3.762 -5.164
N 2.230 -2.817 -2.242
C 3.473 -2.432 -1.866
C 4.120 -3.191 -0.836
C 5.370 -2.832 -0.355
C 6.008 -1.683 -0.841
C 5.397 -0.918 -1.839
C 4.173 -1.302 -2.374
H -0.149 -2.585 -6.943
H 1.007 -0.555 -6.055
H 1.974 -0.578 -3.778
H 0.763 -4.669 -3.270
H -0.293 -4.646 -5.534
H 3.595 -4.072 -0.463
H 5.851 -3.452 0.403
H 6.983 -1.391 -0.451
H 5.880 -0.020 -2.226
H 3.732 -0.737 -3.188
*
```

E_LUMO (alpha / beta)	-4.51 / -4.51	eV
energy above the lowest of the compared OMol25 structures with the same formula, charge and spin	0.000	eV
HOMO (alpha / beta)	-8.919 / -8.812	eV
frontier orbital gap (alpha / beta)	4.4 / 4.3	eV

The following is a DFT calculation (ωB97M-V with the def2-TZVPD basis set) of a 9-piece molecular cluster, C23H59N5O9S4 overall.

ORCA input file:
```
! wB97M-V def2-TZVPD RIJCOSX def2/J DEFGRID3
* xyz 0 1
C -20.263 -10.672 -5.241
S -19.977 -10.420 -7.034
O -19.329 -9.047 -7.170
C -18.731 -11.685 -7.321
H -19.368 -10.720 -4.662
H -20.880 -11.524 -5.021
H -20.840 -9.773 -5.010
H -18.360 -11.313 -8.310
H -19.039 -12.749 -7.377
H -17.908 -11.520 -6.597
C -11.733 -16.448 -5.526
S -12.792 -15.006 -5.219
O -11.977 -13.801 -5.586
C -13.915 -15.259 -6.571
H -10.866 -16.430 -4.900
H -11.307 -16.424 -6.564
H -12.232 -17.413 -5.426
H -13.417 -15.334 -7.543
H -14.671 -14.483 -6.518
H -14.473 -16.200 -6.383
C -21.027 -16.522 -4.610
S -21.132 -14.799 -5.252
O -19.831 -14.553 -5.979
C -22.230 -15.180 -6.632
H -21.050 -17.295 -5.415
H -21.786 -16.753 -3.900
H -20.121 -16.674 -4.117
H -22.111 -16.159 -7.086
H -22.038 -14.498 -7.457
H -23.288 -15.153 -6.360
C -14.407 -10.390 1.252
S -15.241 -11.593 0.058
O -15.430 -12.817 0.785
C -16.822 -10.688 0.006
H -14.977 -10.545 2.232
H -14.507 -9.337 0.967
H -13.466 -10.753 1.450
H -16.799 -9.792 -0.575
H -17.110 -10.411 1.081
H -17.586 -11.350 -0.374
C -14.625 -17.404 -2.552
O -14.490 -17.798 -3.708
N -13.595 -17.082 -1.676
C -13.848 -16.608 -0.300
C -12.200 -17.078 -2.111
H -15.588 -17.216 -2.065
H -14.921 -16.717 -0.256
H -13.438 -15.627 -0.089
H -13.344 -17.270 0.445
H -12.109 -17.469 -3.152
H -11.775 -16.101 -2.027
H -11.572 -17.723 -1.509
C -20.368 -15.889 -0.693
O -21.196 -16.578 -1.190
N -19.516 -16.272 0.293
C -18.480 -15.428 0.706
C -19.555 -17.699 0.748
H -20.155 -14.876 -1.064
H -18.478 -15.341 1.797
H -18.580 -14.407 0.351
H -17.449 -15.768 0.441
H -19.995 -18.334 -0.041
H -18.499 -17.990 1.013
H -20.069 -17.894 1.704
C -19.736 -6.953 -5.430
O -20.929 -6.866 -5.071
N -18.677 -7.271 -4.644
C -17.333 -7.599 -5.102
C -18.954 -7.574 -3.174
H -19.431 -6.791 -6.480
H -17.163 -8.686 -5.102
H -16.708 -6.925 -4.548
H -17.238 -7.300 -6.129
H -19.812 -7.073 -2.756
H -19.139 -8.606 -2.905
H -18.066 -7.358 -2.589
C -10.624 -12.804 -2.593
O -11.297 -13.825 -2.449
N -11.164 -11.666 -3.057
C -10.580 -10.376 -2.698
C -12.577 -11.578 -3.390
H -9.611 -12.731 -2.201
H -9.464 -10.424 -2.529
H -11.061 -9.932 -1.792
H -10.733 -9.581 -3.413
H -12.887 -11.786 -4.363
H -13.043 -12.225 -2.592
H -12.915 -10.593 -3.210
C -17.983 -12.933 -3.097
O -17.666 -11.762 -2.853
N -17.132 -13.974 -3.115
C -15.744 -13.924 -2.684
C -17.603 -15.316 -3.321
H -18.980 -13.256 -3.382
H -15.452 -12.929 -2.394
H -15.011 -14.278 -3.398
H -15.638 -14.499 -1.745
H -17.325 -15.982 -2.525
H -18.698 -15.314 -3.464
H -17.275 -15.650 -4.297
*
```

E_LUMO	0.30	eV
energy above the lowest of the compared OMol25 structures with the same formula, charge and spin	2.912	eV
HOMO	-8.630	eV
frontier orbital gap	8.9	eV

The following is a DFT calculation (ωB97M-V with the def2-TZVPD basis set) of an isolated ion of composition C2H3N2O2 and charge +1.

ORCA input file:
```
! wB97M-V def2-TZVPD RIJCOSX def2/J DEFGRID3
* xyz 1 1
C -0.297 -0.947 -0.228
C -0.770 0.540 0.081
N 0.921 -0.972 -0.010
N 0.609 0.981 0.176
O 1.988 -1.353 0.084
O 1.004 2.062 -0.196
H -0.836 -1.906 -0.411
H -1.299 1.054 -0.622
H -1.320 0.542 1.126
*
```

E_LUMO (alpha / beta)	-7.29 / -7.29	eV
energy above the lowest of the compared OMol25 structures with the same formula, charge and spin	7.404	eV
HOMO (alpha / beta)	-15.761 / -15.766	eV
frontier orbital gap (alpha / beta)	8.5 / 8.5	eV

The following is a DFT calculation (ωB97M-V with the def2-TZVPD basis set) of a 9-piece molecular cluster, C6H30N2O8 overall.

ORCA input file:
```
! wB97M-V def2-TZVPD RIJCOSX def2/J DEFGRID3
* xyz 0 1
C -0.259 2.248 2.651
C -0.620 1.312 1.548
C 0.481 0.334 1.095
C 0.208 -0.985 0.905
N 1.001 -2.023 0.451
C 1.773 0.973 0.747
C 2.468 0.413 -0.489
N 0.393 1.575 3.775
H 0.195 3.225 2.318
H -1.249 2.646 3.101
H -1.620 0.833 1.813
H -1.080 1.864 0.707
H -0.821 -1.302 0.895
H 1.942 -1.948 0.096
H 0.734 -2.946 0.811
H 1.534 2.000 0.455
H 2.480 1.078 1.588
H 2.789 1.082 -1.334
H 1.628 0.028 -1.102
H 3.034 -0.439 -0.169
H -0.178 1.435 4.578
H 0.883 0.708 3.418
H 2.625 -0.613 -3.444
H 1.201 -0.766 -3.629
O 1.855 -0.030 -3.591
H -0.925 2.818 -2.258
H -0.834 3.516 -0.794
O -1.311 2.924 -1.363
H 1.004 3.122 -2.422
H 0.987 1.952 -3.463
O 0.879 2.936 -3.344
H -1.903 -2.209 2.062
H -1.209 -3.050 3.156
O -1.416 -3.047 2.224
H -3.334 0.549 -0.965
H -2.893 -0.886 -1.453
O -3.087 -0.325 -0.718
H 1.805 -2.745 -2.874
H 1.791 -3.781 -1.655
O 1.897 -2.841 -1.922
H -0.138 -2.489 -1.299
H -1.512 -3.023 -1.974
O -0.759 -2.463 -2.027
H -3.908 -1.074 0.953
H -2.901 -0.040 1.248
O -3.630 -0.546 1.696
*
```

E_LUMO	-0.03	eV
energy above the lowest of the compared OMol25 structures with the same formula, charge and spin	3.317	eV
HOMO	-7.702	eV
frontier orbital gap	7.7	eV

The following is a DFT calculation (ωB97M-V with the def2-TZVPD basis set) of C12H33F3GaNO12P3 as an isolated structure.

ORCA input file:
```
! wB97M-V def2-TZVPD RIJCOSX def2/J DEFGRID3
* xyz -1 1
N -4.515 -0.435 -1.168
C -3.259 -0.960 -0.839
C -2.680 -0.461 0.647
Ga -0.755 -1.128 1.012
C 0.616 0.441 0.692
F 0.165 1.547 1.574
F 0.575 0.753 -0.755
F 1.940 -0.121 1.148
H -4.833 0.186 -0.371
H -2.672 -1.704 -1.535
H -3.409 -0.929 1.450
H -2.719 0.714 0.766
H -0.359 -2.446 0.167
H -0.617 -1.471 2.590
C -5.511 -4.693 -0.136
O -6.178 -3.448 0.022
P -6.254 -2.744 1.600
O -4.825 -3.198 1.918
O -7.322 -3.927 2.038
C -8.531 -3.998 1.294
O -6.330 -2.040 3.178
C -7.578 -1.964 3.833
H -5.835 -5.136 -1.081
H -4.430 -4.534 -0.185
H -5.756 -5.386 0.673
H -8.499 -4.874 0.646
H -8.687 -3.102 0.687
H -9.367 -4.103 1.989
H -7.831 -2.934 4.270
H -8.363 -1.640 3.142
H -7.501 -1.238 4.648
C 8.706 0.796 4.550
O 7.540 -0.015 4.513
P 6.831 -0.375 2.976
O 8.211 -0.520 2.326
O 6.333 1.198 2.877
C 5.467 1.656 3.906
O 6.122 -0.735 1.440
C 4.864 -0.181 1.121
H 8.817 1.185 5.566
H 9.588 0.193 4.316
H 8.630 1.641 3.862
H 6.018 2.328 4.563
H 5.060 0.827 4.493
H 4.639 2.205 3.453
H 4.982 0.859 0.806
H 4.181 -0.246 1.975
H 4.439 -0.740 0.283
C 1.438 1.431 -3.217
O 1.049 1.644 -4.568
P 2.169 2.411 -5.640
O 3.349 1.663 -5.011
O 1.917 3.831 -4.831
C 0.584 4.324 -4.814
O 3.288 3.178 -6.713
C 3.000 4.476 -7.188
H 0.535 1.255 -2.627
H 2.071 0.542 -3.147
H 1.957 2.300 -2.806
H 0.166 4.187 -3.818
H -0.048 3.811 -5.546
H 0.599 5.390 -5.048
H 3.247 5.217 -6.424
H 1.947 4.561 -7.477
H 3.625 4.674 -8.063
*
```

E_LUMO	-0.96	eV
HOMO	-5.177	eV
frontier orbital gap	4.2	eV

The following is a DFT calculation (ωB97M-V with the def2-TZVPD basis set) of one molecule with the formula C2H9N7.

ORCA input file:
```
! wB97M-V def2-TZVPD RIJCOSX def2/J DEFGRID3
* xyz 0 1
C -0.169 -1.937 -0.152
C 1.022 -1.351 -0.183
N -1.137 -1.316 0.493
N 1.207 -0.095 0.418
N -1.236 0.096 0.464
N -0.156 0.673 -0.277
N 2.306 0.757 0.098
N -2.520 0.364 -0.116
N 0.003 1.966 0.099
H -0.378 -2.832 -0.846
H 1.770 -1.933 -0.678
H -2.050 -1.626 0.361
H 3.020 0.193 -0.343
H 2.672 1.222 0.983
H -2.689 1.331 -0.048
H -2.511 0.115 -1.170
H 0.909 2.205 -0.281
H -0.061 2.169 1.177
*
```

E_LUMO	1.08	eV
energy above the lowest of the compared OMol25 structures with the same formula, charge and spin	4.000	eV
HOMO	-7.182	eV
frontier orbital gap	8.3	eV

The following is a DFT calculation (ωB97M-V with the def2-TZVPD basis set) of one molecule with the formula C3H8N2O2.

ORCA input file:
```
! wB97M-V def2-TZVPD RIJCOSX def2/J DEFGRID3
* xyz 0 1
C -1.429 0.229 -0.009
C 0.797 -0.690 -0.400
C 1.666 -0.018 0.638
H -3.484 0.342 0.037
H -2.842 -1.290 -0.005
H -0.198 1.324 -0.669
H 0.822 -0.005 -1.305
H 1.180 -1.708 -0.720
H 1.143 0.909 1.057
H 2.078 -0.713 1.479
H 3.730 0.293 0.543
N -2.749 -0.283 0.339
N -1.143 1.459 -0.189
O -0.561 -0.865 -0.155
O 2.888 0.301 -0.200
*
```

E_LUMO	0.65	eV
energy above the lowest of the compared OMol25 structures with the same formula, charge and spin	2.834	eV
HOMO	-9.578	eV
frontier orbital gap	10.2	eV

The following is a DFT calculation (ωB97M-V with the def2-TZVPD basis set) of C3H7Br2N as an isolated structure.

ORCA input file:
```
! wB97M-V def2-TZVPD RIJCOSX def2/J DEFGRID3
* xyz 0 1
C -0.330 -0.897 -1.174
C -1.196 0.326 0.929
C -0.260 -0.571 0.244
N 1.628 1.448 0.064
Br 2.407 1.308 1.726
Br 2.621 0.873 -1.343
H -0.510 -1.965 -1.316
H -1.090 -0.315 -1.692
H 0.646 -0.710 -1.651
H -2.026 -0.255 1.347
H -1.613 1.066 0.248
H -0.709 0.826 1.766
H 0.431 -1.133 0.854
*
```

E_LUMO (alpha / beta)	0.00 / -1.19	eV
energy above the lowest of the compared OMol25 structures with the same formula, charge and spin	3.211	eV
HOMO (alpha / beta)	-8.962 / -7.377	eV
frontier orbital gap (alpha / beta)	9.0 / 6.2	eV

How do the records compare in DFT total energy? In the order shown, they have -454.0261; -2683.0942; -2355.1465; -3455.2426; -337.4661; -957.9328; -4682.6919; -464.6420; -379.0368; -5321.1214 Ha.
How do the records compare in maximum force? In the order shown, they have 0.0921; 0.0072; 0.0904; 0.0805; 0.0842; 0.0656; 0.1907; 0.0654; 0.0976; 0.0301 hartree/bohr.